[1]
Here is C35H35AuGe2N8O as an isolated structure in a non-equilibrium geometry from the OMol25 dataset. Energies are from ωB97M-V with the def2-TZVPD basis set.

Properties
2S+1: 2
DFT total energy in hartree: -6157.32375
Frontier orbital gap (spin up / spin down) in eV: 8.26 / 5.92
Largest force on an atom in eV/A: 1.763
Net charge: +1

Last column: Mulliken charge in e.
Element x y z (Å)
Au: -0.8517 1.0492 -0.1941  0.919
C: 4.7844 0.3880 -0.7832  -1.288
N: 3.5086 1.0319 -0.6254  1.038
C: 2.2995 0.4838 -0.5145  -0.273
N: 1.4131 1.4320 -0.2657  -0.284
C: 2.1468 2.5645 -0.2278  -0.585
N: 3.4153 2.3454 -0.4394  -0.896
C: 5.4029 0.1418 0.5736  1.042
C: 6.6072 0.7289 0.9318  -0.751
C: 7.1553 0.4881 2.1825  -0.704
C: 6.5004 -0.3196 3.0915  -0.948
C: 5.2747 -0.8872 2.7453  -0.112
C: 4.7331 -0.6569 1.4846  -0.049
C: 4.5419 -1.6855 3.6990  0.656
N: 4.9224 -2.0666 4.8822  -0.470
N: 3.9109 -2.7446 5.4296  -0.463
C: 2.9386 -2.7600 4.5665  0.688
O: 3.2776 -2.1004 3.4300  -0.279
C: 1.6237 -3.3354 4.7234  -0.140
C: 1.2289 -3.8631 5.9524  -0.974
C: -0.0520 -4.3581 6.0983  -0.717
C: -0.9376 -4.3433 5.0317  -0.758
C: -0.5384 -3.8479 3.7990  1.033
C: -1.4853 -3.8349 2.6207  -1.208
N: -1.7315 -2.4818 2.2001  0.952
C: -1.1185 -1.7722 1.2545  -0.137
N: -1.5800 -0.5337 1.2733  -0.355
C: -2.4886 -0.5369 2.2707  -0.518
N: -2.5942 -1.7024 2.8458  -0.933
C: 0.7382 -3.3330 3.6497  -0.020
H: 5.4184 1.0487 -1.3736  0.417
H: 4.6327 -0.5565 -1.3114  0.265
H: 2.0819 -0.5572 -0.6265  0.572
H: 1.7377 3.5350 -0.0473  0.423
H: 7.1173 1.3733 0.2317  0.402
H: 8.0958 0.9459 2.4463  0.416
H: 6.9102 -0.5154 4.0684  0.546
H: 3.7841 -1.1075 1.2314  0.606
H: 1.9303 -3.8665 6.7700  0.549
H: -0.3735 -4.7531 7.0493  0.414
H: -1.9414 -4.7205 5.1564  0.405
H: -2.4412 -4.2755 2.9026  0.415
H: -1.0550 -4.3840 1.7799  0.291
H: -0.3882 -2.1524 0.5722  0.517
H: -3.0616 0.3167 2.5624  0.487
H: 1.0613 -2.9241 2.7029  0.587
C: 0.7904 2.7762 -3.7957  -0.822
Ge: -0.6155 1.3887 -4.0448  0.334
C: 0.2968 -0.3825 -3.8948  -0.791
C: -1.4815 1.5744 -5.8295  -1.174
Ge: -2.2542 1.5626 -2.1448  -0.302
C: -3.1412 3.3288 -2.0354  0.619
C: -2.9009 4.2984 -3.0040  0.093
C: -3.4745 5.5535 -2.9084  -0.704
C: -4.2865 5.8612 -1.8291  -0.408
C: -4.5352 4.9063 -0.8569  -0.779
C: -3.9654 3.6514 -0.9615  -0.179
C: -3.5900 0.0999 -2.1582  0.542
C: -4.4685 -0.0791 -1.0934  -0.037
C: -5.3776 -1.1200 -1.0881  -0.841
C: -5.4175 -2.0072 -2.1521  -0.411
C: -4.5384 -1.8545 -3.2120  -0.735
C: -3.6288 -0.8125 -3.2076  -0.077
H: 1.5242 2.6967 -4.5927  0.449
H: 1.3054 2.6472 -2.8477  0.036
H: 0.3802 3.7808 -3.8151  0.384
H: 1.0559 -0.4626 -4.6678  0.454
H: -0.3906 -1.2150 -4.0112  0.394
H: 0.7855 -0.4816 -2.9285  -0.043
H: -0.7272 1.4918 -6.6062  0.453
H: -1.9697 2.5392 -5.9272  0.387
H: -2.2263 0.8010 -5.9903  0.390
H: -2.2593 4.0641 -3.8464  0.101
H: -3.2825 6.2968 -3.6685  0.407
H: -4.7187 6.8459 -1.7411  0.388
H: -5.1658 5.1476 -0.0140  0.398
H: -4.1537 2.9161 -0.1904  0.220
H: -4.4339 0.6019 -0.2537  0.122
H: -6.0557 -1.2463 -0.2562  0.419
H: -6.1301 -2.8175 -2.1527  0.406
H: -4.5630 -2.5511 -4.0381  0.417
H: -2.9401 -0.6976 -4.0365  0.115

Atomic forces in eV per Å
0.4 -0.2 0.4
0.7 -0.2 0.2
-1.0 -0.2 -0.2
0.1 0.1 -0.1
-0.7 -0.3 0.0
0.1 -0.1 0.0
0.6 0.9 0.1
0.1 0.0 0.0
-0.1 -0.1 -0.1
0.0 0.0 0.0
-0.1 -0.1 -0.1
0.0 0.3 -0.5
0.2 0.0 0.2
0.1 -0.4 0.9
1.1 0.9 -1.1
-1.5 -0.8 0.3
0.8 0.1 0.5
0.0 0.0 0.0
-0.5 -0.1 -0.3
0.0 0.1 -0.1
0.0 0.0 0.0
0.0 0.0 -0.2
-0.1 -0.1 0.0
0.2 -0.5 0.5
0.2 0.6 -0.9
-0.2 0.0 0.0
0.4 0.4 -0.6
0.0 -0.1 0.0
-0.7 0.0 0.8
0.1 -0.1 0.2
-0.1 -0.1 -0.1
0.0 0.2 -0.1
0.1 -0.3 -0.1
-0.1 0.3 0.0
0.1 0.1 -0.1
0.1 0.0 0.1
0.1 0.0 0.1
-0.1 -0.1 0.0
0.1 0.0 0.1
0.0 0.0 0.1
-0.1 -0.1 0.0
0.0 0.0 -0.2
-0.2 0.1 0.0
0.2 -0.2 -0.1
-0.2 0.2 0.1
0.0 0.0 -0.1
-0.4 -0.3 -0.1
0.3 -0.1 0.1
-0.3 0.4 0.0
0.1 0.0 0.6
-0.7 0.1 -1.0
0.4 -0.5 0.2
0.2 -0.2 -0.1
0.0 0.1 0.0
0.0 0.0 0.0
-0.1 0.1 0.1
0.0 -0.2 0.1
0.4 0.3 0.2
0.1 0.2 0.1
-0.1 -0.1 0.1
0.0 0.0 0.0
-0.1 -0.1 0.0
0.2 0.2 -0.1
0.1 -0.1 -0.1
0.0 -0.1 0.1
-0.1 0.1 0.0
0.1 0.0 -0.1
-0.1 -0.1 0.0
0.0 0.1 0.1
0.2 0.0 -0.1
0.0 0.1 0.0
-0.1 -0.1 0.0
0.0 0.1 0.0
0.0 0.0 -0.1
-0.1 0.1 0.0
-0.1 0.0 0.1
-0.1 0.0 0.1
-0.1 0.0 0.1
0.0 0.0 0.1
-0.1 -0.1 0.0
0.0 0.0 -0.1
0.0 -0.1 -0.1

***

[2]
Here is C46H54BiFIN8O5 as an isolated structure in a non-equilibrium geometry from the OMol25 dataset. Energies are from ωB97M-V with the def2-TZVPD basis set.

Properties
DFT total energy in hartree: -3211.39159
Relative energy (zero: lowest compared OMol25 entry of this formula, charge and spin) in kJ/mol: 191.72
Frontier orbital gap (spin up / spin down) in eV: 5.55 / 4.03
Largest force on an atom in eV/A: 3.547
Net charge: +1

Last column: Mulliken charge in e.
Element x y z (Å)
Bi: 9.5982 11.2397 15.9039  3.393
N: 11.3989 15.1435 18.6460  -0.026
C: 12.5291 14.4622 19.1037  -1.004
C: 12.4741 13.2099 18.5103  -0.072
N: 11.2946 13.0634 17.8362  0.421
C: 10.6667 14.2333 17.9160  -0.819
C: 9.4219 14.4528 17.2313  -0.001
N: 9.0121 13.5306 16.4067  0.072
C: 7.6888 13.8914 15.9334  -0.608
C: 7.3996 15.2502 16.5731  -0.776
N: 8.5594 15.5028 17.3996  -0.043
H: 11.1674 16.1398 18.7163  0.222
H: 13.2792 14.8976 19.7429  0.427
H: 13.1228 12.3491 18.5696  0.410
H: 7.5235 13.7536 14.8292  0.391
H: 7.1214 16.0733 15.8930  0.314
H: 8.6188 16.2298 18.1617  0.335
C: 6.8229 11.9499 20.4471  -1.916
C: 6.3334 12.6478 19.2102  1.884
C: 5.5674 13.8403 19.4122  -0.975
C: 5.6380 14.9349 18.5575  -1.110
C: 6.0455 14.6635 17.1514  -0.018
C: 6.4606 13.1703 16.7113  1.359
C: 5.5905 12.4222 15.6749  -1.305
C: 6.7165 12.2693 17.9123  -2.092
N: 7.4831 11.1342 17.6672  0.952
C: 7.2759 9.9053 18.1857  0.309
C: 5.9197 9.3668 18.4960  -2.126
C: 8.3725 8.9131 18.4379  0.254
C: 8.1344 7.8044 19.4640  -1.965
N: 9.5552 9.0893 17.8805  0.573
C: 10.5774 8.1494 17.9853  -0.783
C: 10.4146 6.8546 17.3347  2.328
C: 9.0880 6.4776 16.7060  -1.100
C: 11.4419 5.9158 17.3295  -0.906
C: 12.5773 6.1731 17.9796  -1.037
C: 12.8676 7.4744 18.4596  -0.835
C: 11.8980 8.4481 18.4412  0.442
C: 12.3169 9.7872 19.0448  -0.622
H: 6.9275 12.6298 21.2953  0.522
H: 7.7859 11.5154 20.3031  0.340
H: 6.1255 11.2546 20.9346  0.330
H: 5.0730 14.0070 20.3777  0.458
H: 5.3080 15.9224 18.8648  0.457
H: 5.3283 15.0998 16.3852  0.502
H: 5.4300 12.9908 14.7335  0.493
H: 4.6118 12.1026 16.1137  0.311
H: 6.0582 11.4712 15.3970  0.119
H: 5.1606 10.1010 18.2212  0.430
H: 5.7729 9.1852 19.6004  0.370
H: 5.7009 8.4330 18.0001  0.428
H: 7.9122 8.2146 20.4602  0.333
H: 9.0826 7.2573 19.4992  0.433
H: 7.3130 7.2310 19.1064  0.539
H: 8.7937 7.1989 15.9344  0.067
H: 8.2244 6.4967 17.4098  0.117
H: 9.2288 5.4773 16.2671  0.425
H: 11.3881 5.1117 16.6364  0.388
H: 13.2963 5.3998 18.0374  0.424
H: 13.8541 7.6455 18.8643  0.504
H: 11.7950 10.6423 18.6062  -0.730
H: 13.4029 9.9254 18.9068  0.522
H: 12.1581 9.8423 20.1371  0.343
C: 6.5380 9.9776 8.8612  -1.361
C: 8.0164 9.6459 9.1709  -0.137
C: 8.8712 9.8724 7.9260  -1.157
C: 9.4380 11.2590 7.8091  -1.271
C: 9.8603 11.8985 9.1259  1.048
C: 10.6983 13.0217 9.1296  -0.864
C: 10.9879 13.6190 10.3847  -0.314
F: 11.9871 14.5759 10.4266  -0.356
C: 10.4806 13.1459 11.5641  -0.603
C: 9.7245 11.9977 11.5926  1.048
C: 9.2518 11.4597 12.8307  0.489
O: 9.6089 12.1433 13.8534  -0.943
C: 8.3831 10.3605 12.8219  -0.442
C: 8.0833 9.8532 11.5587  -0.224
N: 8.5279 10.3073 10.3733  0.038
C: 9.3730 11.4444 10.3599  -0.144
C: 7.7968 9.5935 13.9402  0.044
O: 7.0567 8.6306 13.7071  -0.767
O: 7.9376 9.9873 15.2018  -0.411
H: 6.1687 9.2674 8.1482  0.465
H: 6.4594 10.9952 8.4026  0.299
H: 5.9188 9.8951 9.7656  0.394
H: 7.9448 8.5896 9.4657  0.446
H: 8.2932 9.6309 7.0701  0.473
H: 9.6545 9.1156 8.0076  0.362
H: 8.7062 11.8797 7.2977  0.468
H: 10.2431 11.2807 7.0925  0.517
H: 11.1728 13.4057 8.2123  0.462
H: 10.7699 13.5974 12.5065  0.570
H: 7.4141 8.9943 11.5506  0.804
I: 16.0283 9.4240 15.4812  0.013
C: 15.2154 11.2539 15.8314  -0.767
H: 14.3257 11.5437 15.3330  0.183
H: 15.8816 11.7213 16.4878  0.499
C: 13.6452 14.7755 15.0618  -0.913
C: 13.3089 13.7742 14.0208  0.773
C: 14.2866 13.8391 12.8056  -1.444
O: 12.4761 12.8785 14.0988  0.129
H: 14.4759 14.4443 15.6972  0.303
H: 12.7614 14.8368 15.6897  -0.069
H: 13.8399 15.7634 14.5869  0.432
H: 14.2132 14.7112 12.1700  0.379
H: 14.0674 12.9763 12.1740  0.250
H: 15.3741 13.9146 13.1196  0.356
C: 12.2137 7.7639 13.7668  -1.143
C: 11.9097 9.2773 13.9313  -0.027
N: 12.6142 10.1627 13.1633  0.149
O: 11.1494 9.6535 14.8359  0.102
H: 12.6799 7.3916 14.6673  0.185
H: 12.8483 7.5721 12.9318  0.442
H: 11.2163 7.2684 13.6449  0.269
H: 13.1735 9.9031 12.3255  0.254
H: 12.5423 11.1724 13.3814  -0.367

Atomic forces in eV per Å
-0.7 -1.0 2.9
-0.2 -0.7 0.0
-0.2 -0.1 -1.1
-0.8 0.5 0.6
-0.2 1.0 -0.2
1.7 -0.2 0.5
-1.4 -0.5 -0.3
0.1 0.6 -0.4
-0.6 -1.2 0.3
-2.1 0.4 -0.6
0.8 0.6 1.1
0.4 -0.8 0.3
-0.1 0.2 -0.1
0.2 0.3 0.3
0.6 0.3 1.0
0.8 0.0 0.3
-0.2 -1.5 -1.4
-1.0 0.2 0.9
0.3 -1.3 -2.0
0.2 3.5 -0.7
-0.7 -2.4 1.0
0.5 0.5 -1.2
-0.3 1.0 -0.5
-0.8 -0.2 0.4
0.7 -0.3 1.6
1.1 0.2 -0.8
1.5 -1.4 0.7
-0.8 0.9 1.6
-0.6 2.1 -0.2
1.0 1.2 -0.5
-0.2 1.0 -0.1
1.2 -2.0 -1.3
-0.9 1.5 0.9
0.0 0.2 -0.1
-1.9 1.1 -0.9
2.2 1.7 0.9
-0.5 -2.1 -0.2
-0.6 1.0 0.6
-0.1 0.1 0.0
0.2 0.7 -0.3
0.6 -0.7 -0.2
0.1 -0.5 -0.7
0.4 -0.2 -0.2
-0.4 -0.2 -0.2
0.2 -0.7 1.1
-0.1 -0.1 0.7
0.6 0.6 -0.4
0.2 0.2 0.1
0.0 -0.1 -0.1
0.2 0.1 -0.9
0.1 -0.3 -0.3
0.0 -0.1 -0.3
-0.6 -0.3 0.2
-0.6 -0.9 0.1
0.1 -0.1 -0.1
0.8 -0.4 -0.4
-0.5 0.4 0.1
-0.4 -1.1 0.1
1.0 -0.5 0.0
0.0 0.3 0.1
-0.1 -0.2 0.0
-0.4 0.0 -0.1
-0.2 -0.2 -0.4
0.5 1.5 0.5
-1.7 -0.5 -0.5
1.0 -1.1 1.7
-0.2 0.6 0.2
0.3 1.1 -0.7
0.0 -0.2 0.8
1.0 -0.2 -0.9
-1.3 -0.6 -0.1
1.3 1.1 0.5
-0.7 -0.2 -1.6
-0.3 1.1 1.1
-0.4 -0.6 0.1
0.7 -0.3 -1.7
0.1 0.0 -0.3
0.1 0.7 1.4
-0.7 -1.7 -0.5
-2.2 -1.4 2.1
1.2 1.1 -0.4
1.0 0.4 -1.9
-0.1 -0.4 -0.4
-0.2 -0.7 0.5
0.1 0.2 -0.3
0.6 0.1 -0.4
-0.5 -0.3 -0.8
0.3 0.2 -0.3
-0.3 0.4 0.3
0.6 -0.2 0.0
-0.4 -0.2 0.6
0.0 0.0 -0.2
0.1 0.1 -0.1
-0.3 -0.4 -0.3
0.5 -1.4 -0.4
-0.5 0.4 -0.1
0.1 1.4 0.8
-1.2 0.7 0.4
1.9 -0.8 -1.7
0.3 -0.5 0.5
0.6 1.2 0.4
0.0 0.1 -0.4
0.0 0.3 0.4
0.1 -0.7 0.4
-0.7 0.5 0.0
0.4 0.0 0.0
-1.3 -0.6 0.0
-1.9 1.2 0.0
1.4 -0.5 0.0
-0.2 -0.1 -0.4
0.3 -0.2 -0.8
0.0 0.1 0.4
0.4 -0.2 -0.7
0.9 0.2 0.1
-0.8 0.0 1.4
-0.2 -0.7 -0.2

***

[3]
Here is a 2-piece molecular cluster, C3H13N3 overall from the OMol25 dataset. Energies are from ωB97M-V with the def2-TZVPD basis set.

Properties
DFT total energy in hartree: -286.33403
SMILES: CCN.NCN
Relative energy (zero: lowest compared OMol25 entry of this formula, charge and spin) in kJ/mol: 46.14
Frontier orbital gap in eV: 9.90
Largest force on an atom in eV/A: 0.973
Net charge: 0

Last column: Mulliken charge in e.
Element x y z (Å)
C: 1.6965 1.9962 -0.3667  -1.050
C: 0.5852 2.7851 0.3062  -0.240
N: -0.2281 1.8751 1.1451  -0.563
H: 1.2873 1.2840 -1.0948  0.249
H: 2.3403 2.6655 -0.9416  0.349
H: 2.2230 1.4042 0.3821  0.305
H: 1.0238 3.5212 0.9795  0.330
H: -0.0486 3.2635 -0.4328  0.251
H: -0.8383 2.4481 1.7225  0.222
H: -0.8626 1.3574 0.5429  0.167
N: 0.0103 -1.6538 0.3255  -0.508
C: -1.2008 -2.4334 0.1243  -0.159
N: -0.9952 -3.5674 -0.7493  -0.572
H: 0.8435 -2.1287 0.0038  0.246
H: -0.0835 -0.7815 -0.1736  0.112
H: -1.4928 -2.8167 1.0767  0.235
H: -2.0079 -1.7709 -0.2169  0.242
H: -0.4172 -3.4191 -1.5648  0.191
H: -1.8350 -4.0288 -1.0681  0.192

Atomic forces in eV per Å
-0.4 -0.1 -0.4
-0.1 -0.9 0.4
-0.1 0.4 -0.1
-0.1 0.1 0.1
0.2 -0.1 0.2
0.3 0.2 -0.1
-0.1 0.2 -0.1
0.1 0.5 -0.3
0.1 -0.2 0.1
0.1 -0.1 0.1
-0.3 0.3 -0.3
0.2 0.2 -0.4
0.3 -0.8 -0.4
-0.1 -0.1 0.1
0.4 0.0 0.0
-0.4 -0.4 0.7
0.1 0.1 0.0
0.0 0.5 0.1
-0.1 0.1 0.3